C15H19AlNO10 | wB97M-V/def2-TZVPD

Structure (XYZ):
```
46
Properties=species:S:1:pos:R:3:forces:R:3
N 3.80057 -3.29347 -0.06815 0.13 0.25 0.08
C 3.37482 -1.96249 0.43545 0.15 -0.28 -0.22
C 2.71546 -1.08931 -0.62731 -0.23 -0.48 0.03
Al 1.08760 -1.88792 -1.60032 0.16 0.19 0.05
C -0.53510 -1.48691 -0.38772 0.41 0.09 -0.19
O -1.26282 -2.57068 0.20845 -0.16 -0.09 0.01
O -1.62219 -3.45169 -0.88613 -0.28 0.21 0.02
H 4.72681 -3.49930 0.28477 0.02 -0.07 0.00
H 3.88288 -3.24949 -1.07642 -0.17 -0.06 -0.07
H 2.66907 -2.14720 1.25319 -0.03 0.12 0.15
H 4.26118 -1.45706 0.84590 -0.05 0.10 0.27
H 2.37178 -0.19264 -0.10639 0.06 0.15 -0.28
H 3.49360 -0.79597 -1.34175 -0.01 0.15 -0.08
H 1.35962 -3.44886 -1.90042 -0.08 -0.15 -0.03
H 0.84716 -1.06579 -2.99397 0.01 0.06 0.01
H -0.15924 -0.92811 0.47663 -0.03 -0.08 0.15
H -1.25238 -0.81149 -0.87830 -0.08 0.06 0.01
H -1.45868 -4.31101 -0.48570 0.19 -0.08 0.00
C 2.57147 3.12078 2.63978 -0.06 -0.09 -0.11
C 2.99480 3.85448 3.67485 -0.06 0.03 -0.16
C 3.47336 3.23223 4.96039 0.03 -0.36 0.12
O 3.85243 3.99343 5.83667 -0.02 0.14 -0.03
C 3.45811 1.79129 5.08249 0.04 0.11 0.13
C 3.03406 1.04729 4.04736 0.11 -0.06 0.16
C 2.56633 1.66981 2.75485 0.01 0.26 -0.06
O 2.21134 0.90726 1.88386 -0.13 0.03 0.06
O 2.99287 -0.27029 4.05992 -0.01 -0.02 -0.03
O 3.03534 5.18374 3.67144 0.00 0.04 -0.01
H 2.22628 3.55707 1.71323 0.01 0.01 0.00
H 3.79638 1.35667 6.01222 0.00 -0.03 -0.01
H 2.67122 -0.55333 3.17686 0.01 -0.01 -0.04
H 3.38633 5.43751 4.54641 0.03 -0.02 0.07
C -4.19793 -0.16183 -4.33703 -0.11 0.10 -0.16
C -3.94109 -0.65293 -3.10713 0.13 -0.01 -0.12
C -4.79414 -0.28225 -1.91278 -0.24 0.17 0.06
O -4.52149 -0.77990 -0.84164 0.09 -0.07 -0.01
C -5.89855 0.64692 -2.11381 0.03 -0.04 0.10
C -6.13639 1.12742 -3.33831 -0.07 0.02 0.17
C -5.30217 0.74038 -4.53141 0.32 -0.24 -0.04
O -5.62630 1.23062 -5.60440 -0.12 0.11 -0.02
O -7.11815 1.97770 -3.62329 -0.07 0.05 0.01
O -2.95185 -1.47451 -2.86233 -0.18 0.01 0.10
H -3.59535 -0.41963 -5.19588 0.04 -0.03 0.03
H -6.49526 0.91767 -1.25433 -0.01 0.01 0.00
H -7.04308 2.14108 -4.58432 0.05 -0.03 -0.07
H -2.94868 -1.68926 -1.90545 0.17 -0.17 -0.02
```
Forces are in eV/Å.

Computed properties:
* Kohn-Sham gap: 5.1 eV
* total charge: -1
* highest occupied orbital energy: -0.170 Ha
* strongest force on any atom: 0.5 eV/Å

***

C12H19N2O | wB97M-V/def2-TZVPD

Structure (XYZ):
```
34
Properties=species:S:1:pos:R:3:forces:R:3
C 2.75796 -1.22843 -1.64379 0.17 -0.40 -0.64
N 2.22023 -0.84754 -0.32487 0.22 2.87 0.40
C 1.65219 -1.87420 0.51833 -0.61 -1.02 0.94
C 0.28930 -2.17795 0.41747 0.24 0.24 -0.12
C -0.25723 -3.17323 1.23163 0.41 0.05 0.04
C 0.56004 -3.86728 2.13289 0.11 0.20 -0.17
C 1.92584 -3.56844 2.22153 -0.28 0.18 -0.27
C 2.47584 -2.57433 1.40916 -0.02 0.30 -0.23
C 2.26872 0.40987 0.04997 0.27 -2.34 -0.14
H 2.61694 -2.30505 -1.76367 0.05 0.27 0.00
H 2.22942 -0.69862 -2.44630 0.02 -0.13 0.32
H 3.82654 -0.98949 -1.71325 -0.29 -0.06 0.20
H -0.32594 -1.62621 -0.29594 0.05 -0.18 0.23
H -1.31939 -3.39930 1.15858 0.27 0.05 0.03
H 0.13113 -4.64349 2.76887 0.14 0.26 -0.21
H 2.56590 -4.10155 2.92219 -0.17 0.13 -0.18
H 3.53565 -2.32265 1.45946 -0.23 -0.14 0.07
H 1.93333 0.66867 1.05822 -0.07 -0.05 -0.42
H 2.74934 1.13875 -0.60757 -0.31 -0.19 0.13
C -2.69070 3.66099 0.14285 0.13 0.11 -0.28
C -1.35331 3.00148 0.44878 -0.16 0.03 -0.29
N -1.42627 1.62118 -0.01796 0.26 -0.60 0.43
C -1.77238 1.45234 -1.42274 -0.08 0.34 0.05
C -3.09770 2.16653 -1.65672 0.18 0.31 -0.10
O -2.98506 3.52829 -1.24716 -0.18 -0.30 0.24
H -3.47411 3.17991 0.76217 0.18 0.30 -0.27
H -2.64052 4.74598 0.31565 -0.15 -0.42 0.17
H -0.54106 3.55398 -0.05551 -0.15 0.09 0.13
H -1.18811 2.99521 1.53152 0.07 0.06 -0.16
H -0.54958 1.15399 0.17706 -0.08 -0.08 0.08
H -0.99756 1.87878 -2.08536 -0.20 -0.07 -0.07
H -1.89629 0.38311 -1.63083 0.09 0.13 -0.04
H -3.33251 2.21467 -2.73029 -0.09 -0.21 0.42
H -3.89067 1.64404 -1.08436 0.20 0.27 -0.29
```
Forces are in eV/Å.

Computed properties:
* Kohn-Sham gap: 6.4 eV
* total charge: +1
* relative energy (zero: lowest compared OMol25 entry of this formula, charge and spin): 1.581 eV
* highest occupied orbital energy: -0.426 Ha
* strongest force on any atom: 2.9 eV/Å